Entry 1:
C25H48N2O5 | ωB97M-V/def2-TZVPD

Geometry as XYZ:
```
80
Properties=species:S:1:pos:R:3
C -0.8367 6.6324 1.9648
C -1.7637 5.7124 2.1037
C -1.5329 4.2388 1.8268
C -0.1797 3.9062 2.1953
N 0.8905 3.6243 2.5347
C -1.8024 3.9456 0.3442
C -3.2208 4.2098 0.1450
N -4.3859 4.3471 0.0920
C -1.5083 2.4985 -0.1172
C -0.4220 2.4138 -1.1877
C 1.0298 2.2764 -0.6846
C 1.6108 0.8888 -0.8997
C 1.2689 -0.1454 0.1541
O 1.5146 0.3505 1.4651
C 0.7347 -0.1706 2.4232
C 0.8317 0.5642 3.7126
O 0.0479 -1.1559 2.2838
H 0.1675 6.4134 1.6574
H -1.0600 7.6570 2.1864
H -2.7492 5.9830 2.4285
H -2.2318 3.6543 2.4052
H -1.2882 4.6628 -0.2771
H -2.4109 2.1155 -0.5690
H -1.2924 1.8317 0.7081
H -0.6401 1.5189 -1.7605
H -0.5234 3.2325 -1.8842
H 1.0955 2.5355 0.3638
H 1.6308 3.0074 -1.2061
H 1.3394 0.5125 -1.8770
H 2.6912 0.9831 -0.9004
H 1.9293 -0.9862 -0.0083
H 0.2515 -0.4797 0.0104
H 0.6007 -0.1049 4.5235
H 1.8280 0.9469 3.8808
H 0.1366 1.3880 3.7408
C -2.2327 -3.6128 0.7594
C -2.1427 -2.4136 -0.1657
O -2.4017 -2.7151 -1.5264
C -3.6860 -3.2344 -1.8189
C -4.8232 -2.2912 -1.4634
H -1.5949 -4.4209 0.3990
H -1.9151 -3.3321 1.7632
H -3.2516 -3.9989 0.8254
H -1.1276 -2.0228 -0.1382
H -2.8007 -1.6073 0.1802
H -3.8234 -4.2081 -1.3374
H -3.6889 -3.4164 -2.8940
H -4.9049 -2.1411 -0.3856
H -5.7719 -2.6979 -1.8142
H -4.6679 -1.3139 -1.9230
C -1.4437 -3.2527 -5.3306
C -1.0098 -4.1732 -4.2014
O -1.7377 -5.3883 -4.1456
C -1.6411 -6.2206 -5.2841
C -0.2276 -6.6895 -5.5861
H -2.5197 -3.0761 -5.2874
H -0.9270 -2.2958 -5.2536
H -1.2174 -3.6739 -6.3122
H -1.1889 -3.6765 -3.2498
H 0.0671 -4.3727 -4.2572
H -2.0789 -5.7265 -6.1593
H -2.2684 -7.0855 -5.0668
H 0.4190 -5.8628 -5.8842
H -0.2370 -7.4136 -6.4012
H 0.2160 -7.1560 -4.7057
C 4.1906 3.7710 3.7098
C 4.5988 2.7258 4.7333
O 4.0983 1.4304 4.4498
C 4.5098 0.8620 3.2212
C 6.0132 0.6761 3.1024
H 3.1118 3.7602 3.5746
H 4.5027 4.7646 4.0346
H 4.6454 3.5823 2.7354
H 4.1841 2.9894 5.7065
H 5.6882 2.7015 4.8533
H 4.1231 1.4485 2.3800
H 4.0209 -0.1117 3.1729
H 6.5388 1.6318 3.0694
H 6.2538 0.1336 2.1877
H 6.3981 0.1157 3.9555
```

The calculation puts the HOMO energy at -9.5 eV. The spin multiplicity is 1. As for the structure (SMILES): C=C[C@H](C#N)[C@H](C#N)CCCCCOC(C)=O.CCOCC.CCOCC.CCOCC. Its LUMO energy is 0.60 eV. For the total energy, the calculation gives -1466.9883 a.u. The value obtained for the HOMO-LUMO gap is 10.1103 eV.

Entry 2:
C4H9N2O | ωB97M-V/def2-TZVPD

Geometry as XYZ:
```
16
Properties=species:S:1:pos:R:3
C 0.0316 0.8231 2.3420
C 0.2107 0.6794 0.8771
C 1.3054 0.7919 0.0977
N 0.8691 0.6800 -1.2340
C -0.4279 0.4016 -1.2307
N -0.8258 0.2633 0.0126
H 0.0905 -0.1235 2.8842
H -0.8970 1.2901 2.6232
H 0.8118 1.4894 2.6988
H 2.3474 0.8288 0.3508
H 1.5258 0.8674 -1.9736
H -0.8861 0.3764 -2.2031
H -1.7250 -0.0556 0.3432
H -1.4927 -2.6209 -2.2067
H -0.1685 -3.2093 -1.8069
O -0.7694 -2.4820 -1.5747
```

Its total charge is +1. The calculation puts the HOMO energy at -14.0 eV. The spin multiplicity is 1. Its LUMO energy is -2.92 eV. For the total energy, the calculation gives -342.3395 a.u. The value obtained for the HOMO-LUMO gap is 11.0625 eV.

Entry 3:
C3H6IN2 | ωB97M-V/def2-TZVPD

Geometry as XYZ:
```
12
Properties=species:S:1:pos:R:3
N -0.3431 1.1245 -0.2119
C -1.0966 0.2127 0.5644
C -0.4596 -1.1227 0.4104
N 0.6421 -1.2188 -0.1639
C 1.4239 -0.4670 -0.7829
I 3.1638 0.2873 0.1001
H -0.6734 1.2806 -1.1705
H -0.0391 2.0154 0.2226
H -2.2594 0.2914 0.2838
H -0.9473 0.3187 1.7188
H -0.7312 -2.0751 0.8394
H 1.3200 -0.6468 -1.8103
```

Its total charge is +1. The calculation puts the HOMO energy at -14.2 eV. The spin multiplicity is 1. As for the structure (SMILES): NCC=[N+]=CI. Its LUMO energy is -4.77 eV. For the total energy, the calculation gives -524.7805 a.u. The value obtained for the HOMO-LUMO gap is 9.4458 eV.

Entry 4:
C4H10O | ωB97M-V/def2-TZVPD

Geometry as XYZ:
```
15
Properties=species:S:1:pos:R:3
C -0.4517 -2.4604 0.1037
C 0.0817 -3.3002 -0.8937
H -0.1738 -1.4015 0.3145
H -1.2876 -3.0127 0.6643
H 0.6611 -2.8200 -1.7184
H -0.0846 -4.4072 -0.7252
C -0.4074 1.3398 -0.0705
C 0.6018 2.0385 0.7983
O 1.0912 3.3108 0.2068
H -0.1200 0.9611 -1.0355
H -0.7829 0.3729 0.4224
H -1.2574 2.0505 -0.3121
H 1.5402 1.4114 0.8173
H 0.2190 2.2068 1.8169
H 0.3703 3.7103 -0.3887
```

The calculation puts the HOMO energy at -9.8 eV. The spin multiplicity is 1. As for the structure (SMILES): C=C.CCO. Its LUMO energy is 0.96 eV. For the total energy, the calculation gives -233.5517 a.u. The value obtained for the HOMO-LUMO gap is 10.7136 eV.

Entry 5:
CH6NO | ωB97M-V/def2-TZVPD

Geometry as XYZ:
```
9
Properties=species:S:1:pos:R:3
N 1.1214 -0.0411 -1.2806
H 1.8754 0.3806 -0.7364
H 0.5005 -0.5521 -0.6304
H 0.5953 0.6499 -1.8129
H 1.5409 -0.7391 -1.8989
O -0.9678 -0.0061 0.4729
C -1.4075 0.0598 1.5957
H -2.4335 0.4140 1.7964
H -0.8248 -0.1657 2.4942
```

Its total charge is +1. The calculation puts the HOMO energy at -14.8 eV. The spin multiplicity is 1. Its LUMO energy is -3.96 eV. For the total energy, the calculation gives -171.4198 a.u. The value obtained for the HOMO-LUMO gap is 10.8466 eV.

Entry 6:
C3H11N2O5PS | ωB97M-V/def2-TZVPD

Geometry as XYZ:
```
23
Properties=species:S:1:pos:R:3
C -2.9942 -1.7311 -2.1416
P -1.3262 -0.9319 -2.3414
C -1.1065 0.3989 -1.0771
O -0.0680 -2.1080 -2.2783
S 0.3710 -2.6666 -0.7658
O -0.7494 -2.4010 0.1834
O 1.6790 -1.6468 -0.3789
N 2.0073 -1.7383 0.9966
H -3.7113 -1.1242 -2.7077
H -2.9752 -2.7347 -2.5759
H -3.3615 -1.7412 -1.1040
H -0.2014 0.2985 -0.4786
H -1.0562 1.3833 -1.5494
H -1.9462 0.3732 -0.3634
H 1.5171 -2.5071 1.4433
H 1.7729 -0.8561 1.4475
C 1.8821 3.2353 2.4355
N 1.5473 2.2851 1.3459
O 1.3026 1.1371 1.6564
O 1.5437 2.7211 0.2246
H 1.8467 2.7044 3.3802
H 2.8802 3.6161 2.2394
H 1.1462 4.0339 2.4092
```

The calculation puts the HOMO energy at -7.9 eV. The spin multiplicity is 1. Its LUMO energy is -0.10 eV. For the total energy, the calculation gives -1345.9628 a.u. The value obtained for the HOMO-LUMO gap is 7.7750 eV.

Entry 7:
C10H30O10 | ωB97M-V/def2-TZVPD

Geometry as XYZ:
```
50
Properties=species:S:1:pos:R:3
O 0.8030 3.0589 5.0822
C 1.5870 1.9777 4.7473
C 1.3658 1.4849 3.3020
O 1.7100 2.5388 2.3647
H 1.3166 3.8184 4.7978
H 2.6243 2.1967 5.0005
H 1.3274 1.1785 5.4416
H 0.3522 1.1744 3.0484
H 2.0356 0.6264 3.2525
H 1.0847 3.2647 2.3046
O -0.3146 -2.0058 0.1701
C 0.3554 -0.8057 0.3610
C 0.0412 0.3109 -0.6208
O 0.4414 -0.1002 -1.8653
H -0.1969 -2.1423 -0.7728
H 0.1463 -0.5323 1.3952
H 1.4263 -0.9768 0.4709
H 0.5341 1.2169 -0.2683
H -1.0439 0.3814 -0.5448
H 1.3772 0.0592 -2.0084
O -1.5978 -0.7898 -3.4276
C -1.3618 -2.0634 -4.0681
C -1.3956 -3.2283 -3.1419
O -0.1022 -3.4556 -2.5519
H -0.9671 -0.6985 -2.7097
H -2.1364 -2.1407 -4.8312
H -0.4224 -1.9176 -4.6013
H -1.5442 -4.1600 -3.6877
H -2.2594 -3.1585 -2.4807
H 0.0310 -4.3999 -2.4416
O 2.9676 1.1104 0.4725
C 3.0232 1.9990 -0.6751
C 3.8654 1.5424 -1.7999
O 3.0348 0.6394 -2.4709
H 2.4081 1.5113 1.1417
H 2.0537 2.4036 -0.9660
H 3.4439 2.9420 -0.3258
H 4.7571 0.9787 -1.5254
H 4.0795 2.3988 -2.4393
H 3.5171 0.4320 -3.2746
O -3.5809 0.3409 -0.4023
C -3.3907 0.1502 1.0330
C -4.3796 -0.9574 1.5040
O -4.0590 -2.1837 0.8601
H -3.6122 -0.5437 -0.7741
H -2.3925 -0.1504 1.3514
H -3.6156 1.0962 1.5255
H -5.3565 -0.8181 1.0412
H -4.5916 -1.0467 2.5695
H -3.3893 -2.5571 1.4378
```

The calculation puts the HOMO energy at -9.3 eV. The spin multiplicity is 1. As for the structure (SMILES): OCCO.OCCO.OCCO.OCCO.OCCO. Its LUMO energy is 0.36 eV. For the total energy, the calculation gives -1151.2766 a.u. The value obtained for the HOMO-LUMO gap is 9.6519 eV.

Entry 8:
C22H15Cl2F3Zn | ωB97M-V/def2-TZVPD

Geometry as XYZ:
```
43
Properties=species:S:1:pos:R:3
F 0.0874 -2.7294 3.1864
C -0.6398 -1.6025 2.8798
C -2.0206 -1.6514 3.0337
C -2.7113 -0.4913 2.6767
F -4.0837 -0.4954 2.8230
C -2.0937 0.6321 2.1543
C -0.6703 0.6543 1.9532
C -0.1279 1.8241 1.3408
C 1.2220 2.2887 1.2740
C 1.4147 3.6654 0.9225
C 2.6825 4.1913 0.7375
C 3.8309 3.3985 0.8847
C 3.6381 2.0796 1.2758
F 4.7384 1.2656 1.3966
C 2.3935 1.5086 1.5090
C 0.0480 -0.4970 2.3986
H -2.5233 -2.5423 3.3953
H -2.6846 1.5234 1.9141
H -0.8899 2.5269 0.9706
H 0.5331 4.3100 0.8373
H 2.8029 5.2363 0.4539
H 4.8330 3.7720 0.6928
H 2.3266 0.4841 1.8562
H 1.1269 -0.5143 2.3784
Cl -4.9845 -0.2766 -2.4081
Zn -4.4589 1.5112 -1.3176
Cl -3.2129 3.1636 -0.6501
C -1.4566 0.3598 -3.0825
C -1.1598 -0.1204 -1.7819
C -0.0152 0.5743 -1.3134
C 0.3560 1.5576 -2.2821
C -0.6063 1.4547 -3.3695
C -0.5714 2.3552 -4.4392
C 0.5277 3.2038 -4.5511
C 1.5470 3.2007 -3.5766
C 1.4617 2.3984 -2.4405
H -2.2559 0.0260 -3.7379
H -1.7601 -0.8390 -1.2242
H 0.5425 0.3571 -0.4115
H -1.4147 2.3630 -5.1363
H 0.6069 3.8672 -5.4120
H 2.4209 3.8305 -3.7204
H 2.2739 2.3274 -1.7153
```

Its total charge is -2. The calculation puts the HOMO energy at 0.4 eV. The spin multiplicity is 1. Its LUMO energy is 3.51 eV. For the total energy, the calculation gives -3846.6964 a.u. The value obtained for the HOMO-LUMO gap is 3.0909 eV.

Entry 9:
C3H6N2O2 | ωB97M-V/def2-TZVPD

Geometry as XYZ:
```
13
Properties=species:S:1:pos:R:3
C 1.0239 0.7693 -0.2048
C -0.3908 1.1802 0.0604
C -1.2598 -0.1067 -0.0470
N -0.4200 -1.0728 -0.7681
N 0.9387 -0.8905 -0.5681
O 2.0819 1.2399 -0.2642
O 1.4914 -1.3371 0.7992
H -0.5709 1.5556 1.0634
H -0.8870 1.8717 -0.6941
H -1.4329 -0.4271 1.0065
H -2.0453 0.1751 -0.7255
H -0.8570 -1.9939 -0.4860
H 2.3278 -0.9636 0.8283
```

The calculation puts the HOMO energy (spin up / spin down) at -4.9 / -9.8 eV. The spin multiplicity is 3. Its LUMO energy (spin up / spin down) is 0.80 / -2.50 eV. For the total energy, the calculation gives -377.6238 a.u. The value obtained for the HOMO-LUMO gap (spin up / spin down) is 5.6716 / 7.3001 eV.

Entry 10:
C4H14N2OS | ωB97M-V/def2-TZVPD

Geometry as XYZ:
```
22
Properties=species:S:1:pos:R:3
N 2.8201 -1.3894 -0.2507
C 1.7715 -0.2103 -0.2695
C 0.4300 -0.9631 -0.5186
N 0.3994 -1.6649 -1.7416
C -0.8343 0.0175 -0.6157
C -1.3242 0.6865 0.6637
S -2.9118 0.1448 1.3437
H 2.5529 -1.6762 0.6768
H 3.7995 -1.0221 -0.4494
H 1.8190 0.3674 0.6480
H 2.0461 0.5172 -1.0557
H 0.2229 -1.7904 0.2341
H 0.7591 -1.1533 -2.4610
H 0.6824 -2.6567 -1.5884
H -1.6320 -0.5806 -1.1409
H -0.4138 0.7547 -1.2245
H -1.5776 1.8069 0.4292
H -0.4731 0.7973 1.3641
H -3.4424 -0.5482 0.3576
O 2.0034 2.6073 0.0923
H 1.1853 2.6915 0.6041
H 2.2389 3.5130 -0.2453
```

The calculation puts the HOMO energy at -8.6 eV. The spin multiplicity is 1. As for the structure (SMILES): NC[C@H](N)CCS.O. Its LUMO energy is 0.46 eV. For the total energy, the calculation gives -743.6645 a.u. The value obtained for the HOMO-LUMO gap is 9.0434 eV.

Entry 11:
C30H54N4O7 | ωB97M-V/def2-TZVPD

Geometry as XYZ:
```
95
Properties=species:S:1:pos:R:3
C 0.9841 -1.6198 1.9888
C 0.2326 -0.3286 1.5622
C -0.6416 0.1134 2.7622
N -1.7684 -0.8224 2.8615
C -2.9007 -0.4168 2.0921
C -3.6768 0.6504 2.5382
C -4.7717 1.0059 1.8323
C -5.1538 0.3604 0.6701
C -4.3834 -0.6566 0.2069
C -3.2703 -1.0230 0.9316
O -2.5182 -2.0824 0.4474
C -3.3224 -3.2795 0.7561
C -2.4492 -4.3846 1.3762
C -6.4113 0.8108 -0.0222
O -6.5252 0.8359 -1.2332
C -7.5044 1.2614 0.9110
C -8.9535 0.9746 0.6134
C -7.1278 1.8906 2.0213
C -8.0730 2.3874 3.0978
C -7.4631 1.9699 4.4506
O -7.6343 0.8581 4.9010
C -5.6652 2.1205 2.2956
O -5.2454 3.1302 2.8258
H 0.4565 -2.4765 1.5670
H 2.0270 -1.6247 1.6730
H 0.9334 -1.7623 3.0703
H -0.4803 -0.6349 0.7947
H 0.9053 0.4643 1.2223
H -0.9378 1.1696 2.6959
H -0.0275 0.0187 3.6609
H -2.0836 -0.9055 3.8201
H -3.3904 1.1653 3.4468
H -4.6630 -1.1629 -0.7087
H -4.0525 -2.9746 1.5044
H -3.8172 -3.6417 -0.1446
H -3.0790 -4.9706 2.0444
H -2.1021 -5.0178 0.5588
H -1.6125 -3.9200 1.8935
H -9.0815 0.3098 -0.2389
H -9.3490 0.4219 1.4712
H -9.5698 1.8676 0.5145
H -8.0845 3.4807 3.0833
H -9.0542 1.9264 3.0566
H -6.8353 2.6993 5.0007
C -0.5311 -3.7421 -5.2122
O -0.5605 -2.8102 -4.1472
C -1.5822 -1.8340 -4.2328
C -2.9519 -2.2937 -3.7095
C -3.6982 -3.2073 -4.6768
N -2.8428 -2.9631 -2.4097
H -0.8247 -3.2846 -6.1612
H -1.1718 -4.6008 -4.9975
H 0.4918 -4.1072 -5.3050
H -1.2441 -1.0056 -3.6039
H -1.6563 -1.4425 -5.2558
H -3.5635 -1.3957 -3.5762
H -3.2840 -4.2154 -4.6960
H -4.7431 -3.2969 -4.3784
H -3.6755 -2.8078 -5.6930
H -2.4262 -2.3240 -1.7363
H -2.1422 -3.6948 -2.5070
C 3.8278 2.0601 0.6148
O 2.9680 1.3271 -0.2415
C 2.5850 2.0068 -1.4234
C 3.6106 1.9220 -2.5635
C 4.8060 2.8470 -2.3700
N 4.0960 0.5529 -2.7622
H 3.6015 3.1303 0.5994
H 4.8757 1.8944 0.3522
H 3.6796 1.6874 1.6295
H 1.6679 1.5130 -1.7577
H 2.3169 3.0478 -1.2004
H 3.1010 2.2350 -3.4801
H 5.5003 2.4756 -1.6151
H 5.3680 2.9385 -3.3000
H 4.4855 3.8495 -2.0764
H 3.3067 -0.0489 -2.9822
H 4.4173 0.2109 -1.8600
C 7.8023 3.3776 0.9354
O 7.6512 2.2141 0.1426
C 8.8614 1.5618 -0.1984
C 9.4014 0.6123 0.8825
C 10.0780 1.3322 2.0444
N 8.3542 -0.2653 1.4142
H 8.7131 3.9271 0.6826
H 7.7985 3.1281 1.9991
H 6.9434 4.0223 0.7446
H 8.6278 0.9643 -1.0839
H 9.6199 2.2934 -0.5047
H 10.1590 -0.0172 0.4064
H 9.3588 1.8035 2.7143
H 10.6532 0.6241 2.6411
H 10.7659 2.1003 1.6843
H 7.9662 -0.8160 0.6529
H 7.5793 0.3259 1.7046
```

The calculation puts the HOMO energy at -9.1 eV. The spin multiplicity is 1. As for the structure (SMILES): CCCNc1cc2c(cc1OCC)C(=O)C(C)=C(CC=O)C2=O.COC[C@@H](C)N.COC[C@@H](C)N.COC[C@@H](C)N. Its LUMO energy is -0.64 eV. For the total energy, the calculation gives -1921.0881 a.u. The value obtained for the HOMO-LUMO gap is 8.4865 eV.

Entry 12:
C3H5O3 | ωB97M-V/def2-TZVPD

Geometry as XYZ:
```
11
Properties=species:S:1:pos:R:3
O -0.3118 -0.0692 2.8393
C 0.0536 -0.1940 1.7026
C -0.1033 -1.5427 0.9468
H 0.5310 0.6459 1.1280
H 0.8612 -1.9115 0.6119
H -0.8889 -1.4479 0.2056
H -0.3196 -2.2529 1.7568
O 0.8833 2.6039 -2.5593
C 0.0912 1.6755 -2.3311
O 0.1529 0.6962 -1.5484
H -0.9496 1.7967 -2.7523
```

Its total charge is -1. The calculation puts the HOMO energy at -4.0 eV. The spin multiplicity is 1. Its LUMO energy is 3.81 eV. For the total energy, the calculation gives -343.0700 a.u. The value obtained for the HOMO-LUMO gap is 7.7970 eV.